[1]
89
Properties=species:S:1:pos:R:3 method="wB97M-V/def2-TZVPD" s2=0.756 largest_force_ev_per_a=0.693 total_charge=-2 molar_mass_g_mol=850.88 homo_ev="-1.494 / -1.468" gap_ev="5.57 / 5.55" e_tot_ev=-83942.514 spin_multiplicity=2 de_lowest_kj_mol=0.00
Ru 0.063 -0.560 -0.147
O -2.197 -1.758 -0.093
C -2.681 -2.295 -1.071
C -2.421 -2.016 -2.474
C -3.205 -2.712 -3.385
C -3.071 -2.520 -4.745
C -2.091 -1.632 -5.240
C -1.301 -0.946 -4.376
C -1.433 -1.064 -2.941
O -0.733 -0.332 -2.204
N -3.931 -3.217 -5.654
O -3.790 -3.023 -6.859
O -4.807 -3.948 -5.203
H -3.431 -3.101 -0.923
H -3.945 -3.415 -3.025
H -1.984 -1.519 -6.310
H -0.535 -0.268 -4.729
C 0.376 -4.662 4.183
C -0.505 -4.230 3.202
C -0.234 -3.074 2.482
C 0.917 -2.333 2.742
C 1.798 -2.778 3.725
C 1.530 -3.934 4.443
P 1.139 -0.805 1.739
C 2.966 -0.652 1.742
C 3.618 0.545 2.023
C 4.991 0.663 1.846
C 5.729 -0.417 1.386
C 5.088 -1.615 1.098
C 3.718 -1.729 1.269
C 0.567 0.497 2.873
C 1.013 0.683 4.156
C 0.448 1.687 4.965
C -0.566 2.456 4.465
C -1.055 2.269 3.150
C -2.144 3.025 2.656
C -2.575 2.788 1.388
C -1.952 1.857 0.511
C -0.897 1.036 0.925
C -0.474 1.283 2.307
H 0.175 -5.575 4.731
H -1.398 -4.803 2.981
H -0.904 -2.737 1.697
H 2.713 -2.229 3.917
H 2.231 -4.278 5.193
H 3.046 1.398 2.370
H 5.481 1.606 2.059
H 6.799 -0.323 1.240
H 5.650 -2.463 0.725
H 3.227 -2.665 1.024
H 1.798 0.048 4.553
H 0.807 1.838 5.976
H -1.027 3.224 5.080
H -2.629 3.755 3.295
H -3.436 3.336 1.020
H -3.622 1.573 -0.773
S 2.574 0.600 -1.647
C 2.402 2.166 -1.138
N 1.492 2.422 -0.131
C 1.306 3.616 0.428
C 2.039 4.682 -0.011
C 2.914 4.411 -1.083
N 3.102 3.241 -1.633
H 0.880 1.594 0.126
H 0.559 3.655 1.215
H 1.929 5.669 0.410
H 3.486 5.229 -1.516
C -3.544 3.001 -2.817
C -2.342 2.959 -1.869
C -2.192 4.337 -1.219
C -1.079 2.703 -2.700
C -2.546 1.768 -0.877
H -3.416 3.778 -3.578
H -4.466 3.208 -2.266
H -3.663 2.043 -3.329
H -1.896 5.064 -1.980
H -1.431 4.336 -0.438
H -3.126 4.689 -0.774
H -0.897 3.535 -3.390
H -1.172 1.785 -3.279
H -0.202 2.584 -2.060
H -2.125 0.886 -1.349
N 0.820 -2.388 -0.874
C 1.068 -3.509 -1.015
C 1.470 -4.844 -1.164
C 2.595 -5.296 -0.440
N 3.518 -5.667 0.153
C 0.786 -5.729 -2.023
N 0.240 -6.471 -2.723



[2]
97
Properties=species:S:1:pos:R:3 method="wB97M-V/def2-TZVPD" largest_force_ev_per_a=1.113 total_charge=-1 molar_mass_g_mol=1073.78 homo_ev=-4.846 gap_ev=7.03 e_tot_ev=-233233.478 spin_multiplicity=1 de_lowest_kj_mol=111.68
Sc -0.069 -0.126 -0.348
C 5.592 -4.156 -2.556
Si 4.061 -4.397 -1.502
C 3.387 -6.096 -1.865
C 4.623 -4.325 0.256
C 2.817 -3.123 -2.104
C 2.768 -2.895 -3.464
C 1.877 -1.969 -4.018
C 1.118 -1.237 -3.146
N 1.147 -1.405 -1.813
C 1.893 -2.408 -1.278
S 1.600 -2.807 0.365
H 6.377 -4.854 -2.249
H 5.978 -3.139 -2.443
H 5.400 -4.322 -3.619
H 4.171 -6.854 -1.766
H 2.989 -6.144 -2.882
H 2.578 -6.349 -1.174
H 5.403 -5.085 0.379
H 3.811 -4.514 0.955
H 5.049 -3.349 0.504
H 3.428 -3.450 -4.124
H 1.793 -1.808 -5.084
H 0.427 -0.489 -3.502
F -2.386 6.229 1.407
C -1.520 5.304 0.961
C -1.839 3.963 0.999
F -3.030 3.568 1.473
C -0.926 3.039 0.533
F -1.316 1.742 0.564
C 0.318 3.358 0.008
S 1.441 2.167 -0.597
C 0.596 4.724 -0.008
F 1.761 5.169 -0.503
C -0.291 5.678 0.452
F 0.030 6.982 0.400
Br 5.595 -1.799 3.259
C 3.925 -1.172 3.895
C 3.664 -1.195 5.255
N 2.512 -0.771 5.775
C 1.594 -0.304 4.925
C 1.774 -0.250 3.550
C 2.970 -0.705 3.015
C 0.670 0.249 2.649
O -0.319 0.777 3.134
O 0.889 0.004 1.402
H 4.412 -1.572 5.943
H 0.660 0.050 5.343
H 3.118 -0.702 1.944
N -1.407 0.412 -1.813
P -1.627 1.309 -3.051
C -3.277 2.103 -3.037
C -3.822 2.742 -4.151
C -5.090 3.299 -4.091
C -5.830 3.218 -2.915
C -5.300 2.579 -1.805
C -4.026 2.020 -1.870
C -1.712 0.403 -4.652
C -0.995 0.707 -5.806
C -1.099 -0.096 -6.941
C -1.927 -1.206 -6.937
C -2.665 -1.509 -5.797
C -2.553 -0.713 -4.670
C -0.503 2.689 -3.404
C -0.881 4.003 -3.134
C 0.001 5.056 -3.349
C 1.266 4.807 -3.856
C 1.657 3.502 -4.128
C 0.787 2.454 -3.884
H -3.250 2.803 -5.070
H -5.503 3.796 -4.960
H -6.821 3.653 -2.869
H -5.871 2.517 -0.887
H -3.583 1.522 -1.017
H -0.350 1.575 -5.832
H -0.527 0.152 -7.827
H -2.002 -1.832 -7.818
H -3.323 -2.370 -5.789
H -3.125 -0.949 -3.783
H -1.861 4.213 -2.726
H -0.302 6.067 -3.109
H 1.957 5.626 -4.017
H 2.656 3.295 -4.490
H 1.131 1.441 -4.051
Cl -1.554 -3.185 -1.394
C -3.157 -2.520 -1.628
Cl -4.340 -3.119 -0.433
H -3.514 -2.808 -2.609
H -3.062 -1.441 -1.528
S -2.657 -2.042 3.181
C -3.569 -0.776 2.484
C -2.974 -0.371 1.341
N -1.817 -1.042 1.019
C -1.536 -1.946 1.918
H -4.468 -0.395 2.937
H -3.319 0.417 0.693
H -0.659 -2.577 1.849



[3]
90
Properties=species:S:1:pos:R:3 method="wB97M-V/def2-TZVPD" s2=6.064 largest_force_ev_per_a=4.256 total_charge=+2 molar_mass_g_mol=950.91 homo_ev="-11.870 / -12.273" gap_ev="6.42 / 3.63" e_tot_ev=-89305.313 spin_multiplicity=5 de_lowest_kj_mol=71.14
Os 0.415 0.747 0.798
C 4.303 0.094 2.513
C 2.931 0.509 2.149
N 2.383 0.559 0.962
N 3.063 0.234 -0.202
C 2.262 0.180 -1.192
O 0.939 0.308 -0.980
C 2.706 -0.070 -2.554
C 1.742 -0.443 -3.496
C 2.093 -0.712 -4.800
C 3.425 -0.615 -5.170
C 4.402 -0.314 -4.238
C 4.033 0.029 -2.911
C 1.952 0.849 3.196
C 2.171 0.677 4.510
C 1.185 1.078 5.431
C -0.025 1.602 4.955
C -0.241 1.584 3.573
N 0.702 1.231 2.740
H 4.946 0.975 2.463
H 4.770 -0.621 1.821
H 4.363 -0.318 3.539
H 0.759 -0.594 -3.108
H 1.375 -0.959 -5.567
H 3.694 -0.761 -6.187
H 5.450 -0.263 -4.462
H 4.779 0.281 -2.197
H 3.070 0.213 4.875
H 1.414 1.117 6.481
H -0.832 1.898 5.636
H -1.203 1.918 3.132
Cl -1.639 -1.292 -2.312
C -0.913 -2.458 -3.468
C -1.061 -2.237 -4.803
C -0.418 -3.078 -5.693
C 0.260 -4.223 -5.244
C 0.412 -4.470 -3.854
Cl 1.184 -5.892 -3.246
C -0.218 -3.537 -2.956
N -0.184 -3.834 -1.589
C 0.937 -3.468 -0.751
C 2.231 -3.482 -1.281
C 3.367 -3.442 -0.457
C 3.172 -3.437 0.927
C 1.904 -3.258 1.403
C 0.728 -3.289 0.617
C -0.569 -3.144 1.356
C -0.506 -1.755 1.901
O -0.193 -1.524 3.032
O -0.741 -0.796 1.010
H -1.665 -1.426 -5.152
H -0.543 -2.968 -6.768
H 0.756 -4.884 -5.984
H -1.088 -3.571 -1.141
H 2.379 -3.450 -2.375
H 4.337 -3.467 -0.881
H 4.048 -3.462 1.561
H 1.835 -3.214 2.475
H -0.557 -3.895 2.149
H -1.468 -3.219 0.711
C -5.542 0.740 4.080
O -4.902 1.137 2.878
C -4.008 2.138 3.006
C -3.594 2.621 4.224
C -2.750 3.723 4.259
C -2.192 4.208 3.098
C -2.560 3.688 1.849
C -3.463 2.683 1.824
N -4.098 2.220 0.663
C -3.806 2.332 -0.618
C -2.665 2.802 -1.250
C -2.799 3.283 -2.593
C -1.736 3.720 -3.290
C -0.460 3.654 -2.679
C -0.276 3.018 -1.471
C -1.367 2.530 -0.729
O -1.195 1.722 0.334
H -6.318 0.093 3.729
H -5.982 1.632 4.580
H -4.821 0.281 4.761
H -3.957 2.182 5.157
H -2.501 4.150 5.223
H -1.516 5.099 3.135
H -2.183 4.110 0.908
H -5.012 1.746 0.851
H -4.628 1.923 -1.237
H -3.753 3.349 -3.114
H -1.825 4.084 -4.302
H 0.444 4.014 -3.192
H 0.655 2.877 -0.979